A 2-piece molecular cluster, C4H12 overall at a distorted geometry. Source: the Open Molecules 2025 dataset; level of theory: the ωB97M-V functional and the def2-TZVPD basis.

## Properties
Molecular weight   60.140 g/mol
Energy relative to the best compared isomer or geometry (same formula, charge and spin)   13.5 kcal per mole
Total charge   0
Gap between HOMO and LUMO   12.6994 eV
SMILES string   CC.CC
E_LUMO   1.21 eV
Highest occupied orbital energy   -11.489 eV

XYZ file:
```
16
C4H12 | the Open Molecules 2025 dataset | the ωB97M-V functional and the def2-TZVPD basis
C 1.362 -0.082 -1.033
C 0.370 0.310 -2.135
H 2.311 0.421 -1.174
H 0.947 0.128 -0.057
H 1.362 -1.174 -1.072
H -0.435 -0.391 -2.339
H 0.915 0.346 -3.081
H -0.073 1.285 -2.029
C -1.205 0.288 1.050
C -0.407 -0.474 2.123
H -1.858 -0.412 0.535
H -1.828 0.993 1.618
H -0.729 0.939 0.327
H -0.734 -1.521 2.131
H 0.669 -0.417 1.980
H -0.667 -0.239 3.156
```